Entry 1:
The following is a quantum chemistry calculation of a structure of composition C24H15Cl2N6O6V in a non-equilibrium geometry, from OMol25.

Computed properties:
net charge: +1
multiplicity: 2
LUMO energy (spin up / spin down): -4.9 / -4.4 eV
ΔE to the lowest compared entry with this formula, charge and spin: 0.0 kcal per mole
Kohn-Sham gap (spin up / spin down): 6.09 / 6.59 eV

```
54
Properties=species:S:1:pos:R:3:forces:R:3:mulliken_charge:R:1
V 0.562024 -0.160538 -0.009229 -0.5 0.8 0.1 -0.8238
Cl 5.764682 -2.822759 -3.232442 0.0 0.0 0.0 -0.1773
C 4.338135 -1.929705 -2.883484 0.0 0.0 0.0 0.0857
C 4.044802 -1.644800 -1.556650 0.0 0.0 0.0 -0.8579
C 2.894430 -0.927008 -1.270660 0.0 0.0 -0.3 0.7825
N 2.410131 -0.539275 -0.009686 -0.1 0.1 0.0 0.5985
C 3.076146 -0.738875 1.176371 0.1 0.0 0.1 0.3230
O 4.194605 -1.158603 1.328793 0.0 0.0 0.0 -0.6325
C 2.202915 -0.380951 2.349520 0.0 0.0 0.1 0.5120
C 2.646058 -0.514948 3.648529 0.0 0.0 0.0 -0.6990
C 1.759653 -0.234129 4.677710 0.0 0.0 0.0 -0.3683
C 0.463920 0.159457 4.371025 0.0 0.0 0.0 -0.9653
C 0.098390 0.277332 3.043534 0.0 0.0 0.0 -0.0370
N 0.959318 0.025362 2.051592 0.0 0.0 0.0 0.5248
C 2.041489 -0.517603 -2.308935 0.2 0.0 0.0 -0.4850
C 2.339463 -0.789735 -3.631623 0.0 0.0 0.0 -0.8273
C 3.497314 -1.501909 -3.913100 0.0 0.0 0.0 0.1716
Cl 3.867250 -1.853283 -5.553520 0.0 0.0 0.0 -0.1751
N 0.943675 0.201943 -1.818041 -0.2 -0.2 0.1 0.5106
C 0.279220 1.193877 -2.495253 0.0 0.2 -0.1 -0.3184
O 0.176028 1.339924 -3.684988 0.0 0.0 0.0 -0.6214
C -0.226695 2.208575 -1.500941 0.0 0.1 0.0 1.0461
C -0.709531 3.436437 -1.899937 -0.1 0.0 0.0 -0.7136
C -0.957832 4.394717 -0.926110 0.0 0.0 0.0 -0.4790
C -0.707979 4.084933 0.401809 0.0 0.0 0.0 -0.8280
C -0.246667 2.818541 0.720822 -0.1 0.0 0.0 -0.1021
N -0.019932 1.892790 -0.211853 0.2 0.0 0.0 0.5103
H 4.711255 -1.971734 -0.775950 0.0 0.0 0.0 0.6407
H 3.660390 -0.846624 3.820406 0.0 0.0 0.0 0.5524
H 2.070367 -0.332263 5.709128 0.0 0.0 0.0 0.4586
H -0.258312 0.366605 5.147374 0.0 0.0 0.0 0.4425
H -0.903931 0.566723 2.752386 0.0 0.0 0.0 0.4587
H 1.687667 -0.469075 -4.428900 0.0 0.0 0.0 0.6243
H -0.847916 3.622050 -2.956145 0.0 0.0 0.0 0.5682
H -1.319989 5.375954 -1.201926 0.0 0.0 0.0 0.4509
H -0.862860 4.810150 1.187688 0.0 0.0 0.0 0.4700
H -0.051076 2.539731 1.746497 0.0 0.0 0.0 0.4600
C -3.556250 1.695491 0.109365 0.0 0.0 0.0 -1.0758
C -3.208705 0.250114 0.122221 -0.1 0.1 0.0 0.1394
N -2.006557 -0.301755 0.106034 0.4 0.1 0.0 -0.0481
C -2.219516 -1.657912 0.115396 -0.2 -0.1 0.0 0.3300
C -3.554728 -1.935061 0.156171 0.1 0.0 -0.1 -0.0581
N -4.156318 -0.712091 0.151235 0.0 0.0 0.0 -0.0202
C -4.410589 -3.158311 0.195103 0.0 0.1 0.1 0.5335
O -3.806841 -4.325955 0.213762 0.1 -0.1 0.0 -0.5054
O -5.603863 -3.015342 0.229460 0.0 0.0 0.0 -0.5711
C -1.064344 -2.550985 0.040489 -0.3 0.0 0.2 0.6580
O -1.110920 -3.753128 0.083138 0.0 0.0 0.0 -0.7799
O 0.059339 -1.855620 -0.056306 0.3 -1.1 -0.1 -0.2536
H -2.675157 2.297002 -0.092664 0.0 0.0 0.0 0.0841
H -3.978301 2.001642 1.067884 0.0 0.0 0.0 0.3578
H -4.297705 1.899024 -0.663410 0.0 0.0 0.0 0.4607
H -5.162135 -0.600517 0.159554 0.0 0.0 0.0 0.2652
H -2.824026 -4.257875 0.198777 0.0 0.1 -0.1 0.4030
```
Positions in Å, forces in eV/Å.

---

Entry 2:
The following is a quantum chemistry calculation of a structure of composition C24H15Cl2N6O6V, from OMol25.

Computed properties:
net charge: +1
multiplicity: 2
LUMO energy (spin up / spin down): -4.9 / -4.5 eV
ΔE to the lowest compared entry with this formula, charge and spin: 12.1 kcal per mole
Kohn-Sham gap (spin up / spin down): 6.16 / 6.51 eV

```
54
Properties=species:S:1:pos:R:3:forces:R:3:mulliken_charge:R:1
V -0.399270 0.150575 0.730615 -0.1 -0.1 0.1 -0.1785
Cl -0.700790 -5.887406 3.607328 0.0 0.0 0.0 -0.1757
C -0.831651 -4.194831 3.336651 0.0 0.0 0.0 0.0669
C -0.075535 -3.627708 2.318415 -0.1 0.0 0.1 -0.7430
C -0.187432 -2.266591 2.106443 -0.1 -0.1 0.1 0.3820
N 0.476110 -1.499016 1.128314 -0.2 0.3 0.1 0.6763
C 1.769583 -1.750058 0.757959 0.1 0.0 -0.2 -0.0040
O 2.430954 -2.724164 1.014826 0.0 -0.1 -0.1 -0.6200
C 2.327733 -0.593960 -0.019540 0.1 0.0 0.0 0.6324
C 3.574523 -0.647440 -0.604025 -0.1 0.0 0.0 -0.6417
C 4.021439 0.462300 -1.306025 0.0 0.0 0.0 -0.4684
C 3.205770 1.581300 -1.388161 0.0 0.0 0.0 -0.9131
C 1.975492 1.559490 -0.757856 0.1 0.0 0.0 0.2125
N 1.540189 0.490342 -0.084453 -0.2 0.0 0.2 0.4902
C -1.036804 -1.483359 2.891524 0.1 -0.2 0.0 0.1788
C -1.793246 -2.044908 3.903246 0.1 -0.1 0.0 -0.8755
C -1.681270 -3.412109 4.120878 0.0 0.0 0.0 0.1069
Cl -2.615924 -4.120798 5.377871 0.0 0.0 0.0 -0.1768
N -1.030317 -0.132991 2.486021 0.2 0.0 -0.3 0.2841
C -1.204439 0.909679 3.368274 0.0 0.2 0.1 0.1524
O -1.432329 0.824370 4.545669 -0.1 0.0 0.0 -0.5836
C -1.087623 2.229905 2.662600 -0.3 0.0 0.1 0.5660
C -1.525012 3.391735 3.260215 0.2 0.1 -0.1 -0.8655
C -1.516400 4.556893 2.506709 0.0 0.0 0.0 -0.2386
C -1.107318 4.499052 1.182336 0.0 0.0 0.0 -1.2098
C -0.694952 3.288002 0.658772 0.0 0.1 0.0 0.2023
N -0.660254 2.171043 1.393574 -0.1 -0.2 -0.1 0.2906
H 0.582171 -4.242033 1.725081 0.0 0.0 0.0 0.5489
H 4.160232 -1.549051 -0.490457 0.0 0.0 0.0 0.5546
H 4.994449 0.458970 -1.779165 0.0 0.0 0.0 0.4756
H 3.514747 2.467209 -1.923772 0.0 0.0 0.0 0.4960
H 1.327623 2.420313 -0.791236 0.0 0.0 0.0 0.1287
H -2.446222 -1.450795 4.522216 0.0 0.0 0.0 0.5478
H -1.869404 3.353019 4.283916 0.0 0.0 0.0 0.5313
H -1.851125 5.491799 2.935517 0.0 0.0 0.0 0.4599
H -1.124931 5.373775 0.548699 0.0 0.0 0.0 0.4210
H -0.429094 3.206417 -0.385274 0.0 0.0 0.0 0.5421
C 1.578725 -2.449462 -3.333353 0.0 0.0 0.0 -1.3252
C 0.512496 -1.418454 -3.249135 0.1 0.0 -0.1 0.1712
N -0.084175 -1.015977 -2.153157 -0.2 -0.1 0.1 -0.1733
C -1.018939 -0.095093 -2.552296 0.1 0.3 -0.3 0.1380
C -0.950091 0.101700 -3.917311 0.1 0.0 0.2 0.2158
N 0.009773 -0.765626 -4.331720 0.1 0.0 0.0 -0.0402
C -1.605388 0.954271 -4.956973 -0.4 -0.6 -0.1 0.5243
O -2.555670 1.783527 -4.572226 0.0 0.3 0.3 -0.5210
O -1.306542 0.781009 -6.108130 0.2 0.2 0.1 -0.5694
C -1.888327 0.562772 -1.583653 -0.1 0.0 0.1 0.8192
O -2.601482 1.515061 -1.790738 0.0 -0.1 -0.3 -0.7150
O -1.815449 0.020634 -0.342444 0.4 0.2 0.2 -0.3838
H 1.853300 -2.762502 -2.328932 0.0 0.0 0.0 0.1907
H 2.462863 -2.065555 -3.843901 0.0 0.0 0.0 0.3549
H 1.226190 -3.325309 -3.879851 0.0 0.0 0.0 0.4026
H 0.263663 -0.869725 -5.305056 0.0 0.0 0.0 0.2631
H -2.680620 1.789756 -3.594824 0.1 0.0 -0.2 0.3957
```
Positions in Å, forces in eV/Å.

---

Entry 3:
The following is a quantum chemistry calculation of a structure of composition C24H15Co2N2O6S in a non-equilibrium geometry, from OMol25.

Computed properties:
net charge: -1
LUMO energy: 2.2 eV
Kohn-Sham gap: 4.72 eV

```
50
Properties=species:S:1:pos:R:3:forces:R:3:mulliken_charge:R:1
O -2.582516 1.479830 2.554737 -1.0 0.5 -0.5 -0.3656
C -1.555844 1.218770 2.970945 0.9 -0.6 0.6 0.1454
Co 0.035259 0.728878 3.638205 1.3 -0.1 0.0 -0.2411
C 1.128571 2.188529 3.381217 -0.8 -0.9 1.5 0.0806
O 1.790817 3.095143 3.196643 0.5 0.7 -0.6 -0.3836
C -0.523592 0.145146 5.527569 4.9 4.8 3.8 -0.4877
O -0.446409 0.256988 6.701784 -0.9 -0.7 -3.0 -0.4477
C 0.127624 -1.255873 2.979169 -0.3 3.7 -0.4 -1.9479
C -1.322714 -1.601629 3.070510 1.7 -0.8 0.3 1.6026
C -1.971040 -1.341170 4.267054 -0.1 0.2 0.9 0.3651
C -3.311076 -1.546913 4.439761 0.2 0.0 0.6 -0.4293
C -4.039738 -2.053506 3.388166 -0.7 -0.3 -0.3 -0.4492
C -3.428243 -2.310883 2.178398 -0.2 -0.1 0.1 -0.8644
C -2.074183 -2.092829 2.018990 0.1 -0.4 -0.3 -0.0719
C 0.632457 -0.287215 2.000702 -0.7 -4.0 -1.8 1.2133
C 0.250974 -0.497925 0.619440 2.0 1.5 3.2 -1.2337
Co 2.166581 -1.230445 3.063257 -2.4 1.0 -0.2 0.0457
C 2.114355 -1.619416 4.831470 0.5 0.4 -0.8 0.1123
O 2.045616 -1.875899 5.936795 -0.1 -0.2 0.6 -0.3588
C 2.633746 -2.712236 2.156314 -0.1 1.0 0.2 0.0840
O 2.931026 -3.649159 1.582959 0.1 -0.7 -0.3 -0.3691
C 3.411192 0.082851 2.780568 -0.8 -1.3 0.3 0.0751
O 4.191161 0.888902 2.591654 0.3 0.4 -0.2 -0.3390
H -1.289071 -0.666095 5.021790 -3.4 -3.9 -2.5 0.5976
H -3.784817 -1.298970 5.380930 -0.1 0.0 0.0 0.4403
H -5.090757 -2.247469 3.513512 -0.3 0.0 0.0 0.3811
H -4.000274 -2.718281 1.362945 -0.2 0.0 -0.2 0.3865
H -1.599745 -2.319038 1.078644 0.1 -0.1 -0.1 0.6493
H 0.996913 -0.528940 -0.143197 0.1 0.2 -0.3 0.5145
H -0.763136 -0.360258 0.322507 -0.9 -0.3 0.0 0.4717
C -0.313416 2.626196 -6.864475 -0.4 0.0 -0.1 -0.5492
C 0.702615 2.153609 -6.062132 0.4 -0.3 0.5 -0.6989
C 0.376666 1.388430 -4.947902 0.9 -0.7 1.1 0.0563
C -0.960615 1.108162 -4.638368 0.6 -0.1 0.2 0.5788
C -1.964903 1.577541 -5.458816 -0.1 -0.2 0.4 -0.3828
C -1.639399 2.336909 -6.569662 0.1 0.1 -0.2 -0.5373
S -1.090666 0.152783 -3.140100 0.0 -0.1 0.2 -0.2267
C 0.661901 0.116551 -2.939040 2.1 0.2 0.0 0.3573
N 1.531088 -0.350411 -2.100351 -3.4 -0.3 -0.5 -0.3834
C 2.834300 -0.026932 -2.541585 1.3 0.2 -0.2 -0.7203
C 2.706735 0.814715 -3.834616 -0.6 0.3 -0.4 -0.6070
N 1.248260 0.808360 -3.997632 -0.7 0.7 -1.3 0.1545
H -0.077520 3.229591 -7.727200 0.0 0.1 -0.1 0.3625
H 1.736029 2.370787 -6.276071 0.2 0.0 -0.1 0.4068
H -2.989241 1.351599 -5.222314 -0.3 0.0 0.0 0.3921
H -2.422260 2.712686 -7.208657 -0.1 0.0 -0.1 0.3673
H 3.354075 0.519753 -1.741856 0.0 -0.1 -0.2 0.3003
H 3.383380 -0.963157 -2.716740 0.0 0.3 0.0 0.3381
H 3.062753 1.842988 -3.719810 0.1 -0.1 0.0 0.3197
H 3.187080 0.358952 -4.706113 0.0 0.1 0.1 0.2960
```
Positions in Å, forces in eV/Å.

---

Entry 4:
The following is a quantum chemistry calculation of an isolated molecule of C24H15F3N4O3, from OMol25.

Computed properties:
net charge: 0
SMILES: Cc1ccc2nc(/C(C#N)=C\c3ccc(Oc4ccc(C(F)(F)F)cc4[N+](=O)[O-])cc3)[nH]c2c1
LUMO energy: -0.9 eV
ΔE to the lowest compared entry with this formula, charge and spin: 0.0 kcal per mole
Kohn-Sham gap: 7.83 eV

```
49
Properties=species:S:1:pos:R:3:forces:R:3:mulliken_charge:R:1
C 0.681485 4.034690 0.821299 0.0 0.0 0.0 -1.7890
C -0.527053 3.293473 0.333368 0.0 -0.2 0.1 0.8661
C -1.258843 3.816814 -0.744943 -0.1 0.0 -0.1 -0.6241
C -2.378275 3.198634 -1.253454 0.0 0.0 0.1 -0.8735
C -2.779879 2.003763 -0.663878 0.6 -0.2 0.6 0.5712
N -3.821279 1.166063 -0.963139 -0.6 -0.4 -0.3 -0.7566
C -3.728945 0.170657 -0.131458 0.5 0.4 0.1 0.0175
C -4.582927 -1.017210 -0.106823 0.6 -0.7 0.1 0.4421
C -5.979478 -0.792794 -0.135367 -0.4 0.0 0.0 -0.2099
N -7.112567 -0.624833 -0.137555 -0.4 0.1 0.0 -0.5015
C -4.081803 -2.265993 -0.018313 -0.3 0.5 0.0 -0.7557
C -2.646610 -2.528172 -0.072926 0.4 -0.2 -0.1 0.0195
C -1.861417 -1.889682 -1.036542 0.0 -0.2 0.1 -0.2309
C -0.488991 -2.008774 -1.018352 0.2 -0.2 0.0 -0.1395
C 0.120455 -2.761951 -0.019305 -0.5 0.1 0.0 0.0453
O 1.493652 -2.870227 0.069702 -0.5 -0.4 0.0 -0.4435
C 2.262561 -1.777373 0.026586 0.7 0.6 0.0 1.2152
C 1.771769 -0.478876 0.222731 -0.1 -0.3 0.1 -0.1220
C 2.605565 0.613875 0.184263 0.3 -0.2 -0.1 -1.1403
C 3.966905 0.447915 -0.063338 0.0 0.0 0.0 -0.1151
C 4.860124 1.656949 -0.074621 0.1 0.1 0.1 0.9384
F 4.268427 2.714764 -0.653439 -0.2 0.0 -0.1 -0.2733
F 6.012419 1.453951 -0.717951 0.1 -0.2 -0.1 -0.2739
F 5.180227 2.049858 1.173863 0.0 -0.1 0.2 -0.2606
C 4.483723 -0.820153 -0.246915 -0.1 0.1 0.0 -0.6971
C 3.645368 -1.926807 -0.195177 -0.6 0.7 0.2 -0.3496
N 4.244636 -3.230687 -0.378535 0.1 -0.2 -0.1 1.0227
O 5.338556 -3.256213 -0.898585 0.4 -0.1 -0.2 -0.6208
O 3.633409 -4.201100 0.000081 0.0 -0.4 0.1 -0.5859
C -0.650312 -3.479900 0.886186 0.5 0.1 -0.1 -0.7358
C -2.027723 -3.371277 0.849050 -0.2 0.2 -0.2 -0.5724
N -2.673287 0.302462 0.743925 -0.3 0.2 0.0 0.0550
C -2.042176 1.474589 0.421143 -0.2 0.3 -0.5 0.2916
C -0.920690 2.108973 0.930772 0.2 0.1 0.1 -0.4174
H 1.441329 4.084015 0.040971 0.1 0.0 0.0 0.3241
H 0.415379 5.057879 1.081391 0.1 0.1 0.1 0.5225
H 1.109524 3.557942 1.700292 0.1 0.0 0.1 0.3529
H -0.921366 4.744203 -1.183813 0.0 0.1 -0.1 0.4385
H -2.932274 3.614170 -2.078964 -0.1 0.1 -0.1 0.4473
H -4.750203 -3.107516 0.102736 -0.1 0.0 0.0 0.5373
H -2.335721 -1.297265 -1.804020 0.0 0.1 -0.1 0.5576
H 0.112230 -1.512959 -1.765879 0.0 0.1 0.0 0.5310
H 0.720596 -0.334073 0.416821 0.0 0.0 0.0 0.5949
H 2.200615 1.601393 0.340323 -0.1 0.1 0.0 0.4717
H 5.535813 -0.978859 -0.435284 0.0 0.0 0.0 0.5544
H -0.157228 -4.101175 1.616517 0.1 -0.1 0.1 0.5109
H -2.627294 -3.907087 1.569634 0.0 -0.1 0.1 0.4578
H -2.440996 -0.322861 1.497030 0.0 0.0 -0.1 0.2531
H -0.377417 1.696779 1.769885 0.1 0.0 0.1 0.4500
```
Positions in Å, forces in eV/Å.